The following is a quantum chemistry calculation of a cluster of 13 separate species, C26H78O13S13 in total in a non-equilibrium geometry, from the OMol25 dataset.

```
130
Properties=species:S:1:pos:R:3:lowdin_charge:R:1
C 1.001 26.385 -24.160 -0.2558
S 2.519 27.124 -23.522 0.8107
O 2.078 27.955 -22.372 -0.5623
C 3.253 25.598 -22.910 -0.2642
H 1.175 25.853 -25.094 0.0535
H 0.418 27.285 -24.348 0.0498
H 0.505 25.725 -23.453 0.0551
H 2.573 25.057 -22.255 0.0425
H 4.188 25.812 -22.401 0.0378
H 3.409 25.002 -23.814 0.0570
C 12.224 29.352 -13.949 -0.2375
S 11.027 29.574 -15.289 0.7699
O 9.850 28.718 -15.026 -0.5285
C 10.615 31.291 -15.042 -0.2530
H 13.192 29.762 -14.190 0.0495
H 12.224 28.253 -13.926 0.0529
H 11.811 29.618 -12.977 0.0592
H 10.375 31.610 -14.031 0.0571
H 9.755 31.490 -15.685 0.0392
H 11.435 31.888 -15.454 0.0560
C 7.556 27.539 -17.913 -0.2438
S 6.419 26.402 -18.736 0.8128
O 5.133 26.363 -18.002 -0.5403
C 6.140 27.564 -20.063 -0.2527
H 8.327 27.835 -18.626 0.0523
H 8.002 27.142 -17.011 0.0404
H 6.951 28.426 -17.709 0.0379
H 5.874 28.546 -19.654 0.0570
H 5.270 27.240 -20.645 0.0409
H 6.944 27.749 -20.780 0.0399
C 7.386 30.448 -12.765 -0.2704
S 5.835 29.941 -13.508 0.8131
O 4.852 30.940 -13.058 -0.5409
C 6.292 30.473 -15.167 -0.2745
H 8.214 29.899 -13.225 0.0296
H 7.389 30.040 -11.749 0.0502
H 7.503 31.525 -12.787 0.0569
H 7.145 29.871 -15.486 0.0302
H 6.549 31.523 -15.103 0.0505
H 5.508 30.178 -15.861 0.0538
C 9.415 26.987 -22.979 -0.2623
S 10.016 26.272 -21.439 0.7760
O 9.151 25.096 -21.177 -0.5487
C 11.561 25.639 -22.074 -0.2542
H 9.095 26.188 -23.646 0.0626
H 10.201 27.666 -23.316 0.0522
H 8.521 27.599 -22.832 0.0166
H 12.003 25.015 -21.316 0.0352
H 12.194 26.508 -22.308 0.0558
H 11.441 25.207 -23.071 0.0624
C 8.783 32.030 -23.207 -0.2487
S 7.710 30.571 -23.295 0.8216
O 7.058 30.382 -21.984 -0.5602
C 6.506 31.326 -24.409 -0.2462
H 9.330 32.007 -22.276 0.0410
H 8.139 32.917 -23.234 0.0550
H 9.319 32.091 -24.154 0.0558
H 5.854 30.521 -24.735 0.0512
H 7.074 31.773 -25.222 0.0557
H 5.916 32.094 -23.912 0.0482
C 3.957 30.888 -21.389 -0.2671
S 2.947 32.308 -20.972 0.8137
O 2.822 32.352 -19.509 -0.5376
C 4.111 33.583 -21.450 -0.2672
H 3.701 30.374 -22.340 0.0543
H 3.614 30.044 -20.781 0.0584
H 4.995 31.172 -21.491 0.0019
H 3.768 34.541 -21.083 0.0553
H 4.174 33.519 -22.541 0.0479
H 5.116 33.387 -21.068 0.0196
C -0.601 27.353 -20.350 -0.2606
S 0.017 26.621 -18.804 0.8157
O -0.563 25.265 -18.754 -0.5508
C 1.711 26.387 -19.397 -0.2623
H -0.153 28.328 -20.491 0.0462
H -1.684 27.354 -20.214 0.0457
H -0.432 26.660 -21.173 0.0345
H 2.219 27.343 -19.533 0.0510
H 1.684 25.762 -20.284 0.0300
H 2.345 25.864 -18.675 0.0293
C 5.306 23.250 -18.900 -0.2809
S 4.305 21.759 -18.758 0.8141
O 3.075 22.086 -18.023 -0.5408
C 3.879 21.722 -20.503 -0.2697
H 5.334 23.750 -17.933 0.0270
H 4.866 23.903 -19.643 0.0326
H 6.348 22.966 -19.061 0.0587
H 3.084 21.026 -20.727 0.0500
H 4.806 21.429 -21.016 0.0569
H 3.659 22.726 -20.872 0.0319
C 9.593 24.717 -17.571 -0.2739
S 10.977 23.710 -17.053 0.7962
O 10.684 22.337 -17.489 -0.5403
C 12.137 24.323 -18.269 -0.2684
H 8.715 24.253 -17.104 0.0556
H 9.370 24.459 -18.621 0.0453
H 9.711 25.779 -17.429 0.0370
H 11.653 24.268 -19.244 0.0341
H 13.002 23.661 -18.263 0.0529
H 12.486 25.336 -18.065 0.0353
C 7.758 32.891 -19.828 -0.2625
S 7.416 32.433 -18.118 0.7998
O 7.765 31.007 -17.913 -0.5520
C 5.649 32.561 -18.203 -0.2681
H 8.785 33.247 -19.886 0.0452
H 7.163 33.779 -20.049 0.0464
H 7.505 32.024 -20.440 0.0242
H 5.267 33.502 -18.585 0.0525
H 5.162 32.376 -17.247 0.0561
H 5.307 31.743 -18.848 0.0502
C 13.394 29.118 -17.950 -0.2660
S 12.468 28.848 -19.476 0.8228
O 11.965 27.451 -19.458 -0.5854
C 11.022 29.758 -18.961 -0.2756
H 14.425 28.831 -18.158 0.0473
H 12.953 28.474 -17.199 0.0326
H 13.401 30.178 -17.705 0.0510
H 10.261 29.648 -19.735 0.0471
H 11.153 30.810 -18.709 0.0589
H 10.636 29.241 -18.081 0.0285
C 5.031 26.267 -14.419 -0.2763
S 3.545 25.278 -14.211 0.8168
O 2.504 26.184 -13.673 -0.5557
C 3.071 25.024 -15.922 -0.2593
H 4.993 26.922 -13.540 0.0240
H 4.994 26.921 -15.287 0.0370
H 5.949 25.693 -14.313 0.0480
H 3.966 24.994 -16.547 0.0066
H 2.399 25.770 -16.318 0.0523
H 2.672 24.009 -15.959 0.0414
```

Results
ΔE to the lowest compared entry with this formula, charge and spin = 38.1 kcal/mol
Total charge = 0
Gap between HOMO and LUMO = 7.14 eV
E_HOMO = -0.28054 hartree
Total energy = -7191.49834 a.u.
LUMO level = -0.494 eV

=====

The following is a quantum chemistry calculation of a cluster of 13 separate species, C26H78O19 in total in a non-equilibrium geometry, from the OMol25 dataset.

```
123
Properties=species:S:1:pos:R:3:lowdin_charge:R:1
C -0.735 4.307 7.018 -0.0827
C -1.859 3.578 6.268 -0.3309
O -1.369 2.619 5.378 -0.0846
H 0.181 3.770 7.263 0.0722
H -1.101 4.707 7.963 0.0637
H -0.526 5.219 6.460 0.0655
H -2.564 4.247 5.775 0.1124
H -2.492 3.010 6.949 0.1011
H -1.189 1.786 5.819 0.0822
C -1.756 -3.120 8.914 -0.0987
C -2.146 -3.172 7.434 -0.2986
O -1.278 -2.347 6.621 -0.0886
H -0.686 -3.274 9.054 0.0654
H -2.215 -3.803 9.629 0.0720
H -1.916 -2.112 9.297 0.0700
H -3.177 -2.835 7.333 0.1071
H -2.146 -4.214 7.114 0.1005
H -0.364 -2.574 6.805 0.0715
C -2.923 4.542 -7.583 -0.0755
C -2.319 3.153 -8.016 -0.3184
O -1.923 2.688 -6.790 -0.1003
H -3.120 5.227 -8.407 0.0637
H -2.372 5.152 -6.867 0.0660
H -3.782 4.336 -6.945 0.0658
H -1.468 3.252 -8.689 0.1049
H -3.056 2.437 -8.380 0.1068
H -1.365 1.907 -6.828 0.0872
C -6.908 0.400 4.384 -0.0791
C -6.270 -0.381 3.233 -0.3178
O -6.777 -0.030 1.952 -0.0951
H -6.367 0.395 5.330 0.0701
H -7.882 -0.024 4.628 0.0681
H -7.068 1.440 4.098 0.0720
H -6.397 -1.456 3.359 0.1055
H -5.216 -0.122 3.135 0.1019
H -6.388 -0.542 1.239 0.0783
C 3.017 3.329 2.915 -0.0971
C 3.503 2.000 3.417 -0.3521
O 4.377 1.471 2.468 -0.0736
H 2.346 3.196 2.067 0.0725
H 3.852 3.962 2.615 0.0770
H 2.495 3.914 3.673 0.0704
H 2.696 1.315 3.675 0.1097
H 4.106 2.191 4.305 0.1108
H 3.845 1.187 1.721 0.0817
C 8.813 0.827 -1.637 -0.1046
C 9.588 1.135 -0.390 -0.3236
O 10.258 -0.081 -0.049 -0.0853
H 9.410 0.168 -2.267 0.0728
H 8.553 1.723 -2.201 0.0739
H 7.936 0.208 -1.442 0.0742
H 8.825 1.372 0.351 0.1069
H 10.279 1.966 -0.537 0.1081
H 10.625 -0.040 0.837 0.0778
C -5.004 -1.691 -4.137 -0.0648
C -4.667 -2.987 -3.356 -0.3268
O -4.848 -2.779 -1.972 -0.1032
H -5.962 -1.263 -3.842 0.0762
H -4.932 -1.875 -5.209 0.0680
H -4.136 -1.063 -3.932 0.0659
H -3.605 -3.230 -3.360 0.1028
H -5.225 -3.886 -3.621 0.1046
H -4.669 -3.615 -1.534 0.0772
C 3.881 -0.914 -6.111 -0.2384
C 2.619 -0.921 -7.027 -0.2909
O 1.511 -1.342 -6.381 -0.0459
O 3.787 0.270 -5.371 -0.0720
H 4.825 -0.923 -6.656 0.1141
H 3.867 -1.730 -5.389 0.1186
H 2.790 -1.599 -7.863 0.1122
H 2.418 0.085 -7.397 0.1223
H 1.518 -2.268 -6.128 0.0988
H 4.099 0.896 -6.027 0.0819
C -0.285 -1.046 0.361 -0.2392
C 0.332 -1.053 -1.062 -0.1744
O 1.670 -0.393 -0.989 -0.0936
O 0.052 -2.169 1.179 -0.0745
H -1.363 -1.134 0.220 0.1072
H -0.123 -0.089 0.857 0.1164
H -0.310 -0.602 -1.819 0.1092
H 0.397 -2.104 -1.345 0.1075
H 2.047 -0.197 -1.850 0.0652
H -0.319 -2.008 2.050 0.0789
C 4.615 -4.831 0.557 -0.2779
C 5.335 -4.290 1.805 -0.2648
O 5.764 -5.346 2.607 -0.0518
O 3.337 -5.293 0.791 -0.0422
H 5.228 -5.601 0.089 0.1231
H 4.638 -4.013 -0.163 0.1100
H 4.626 -3.648 2.328 0.1153
H 6.167 -3.665 1.483 0.1126
H 5.956 -5.058 3.503 0.0863
H 2.778 -4.585 1.118 0.0871
C 2.712 5.914 -3.152 -0.2176
C 4.108 6.551 -2.911 -0.2290
O 4.498 7.340 -4.048 -0.0712
O 1.562 6.766 -2.935 -0.0758
H 2.632 5.053 -2.488 0.1094
H 2.701 5.619 -4.201 0.1082
H 4.824 5.755 -2.711 0.1086
H 4.177 7.177 -2.022 0.1186
H 4.700 6.643 -4.677 0.0723
H 0.731 6.286 -2.900 0.0765
C -4.271 3.596 -1.180 -0.2859
C -4.513 4.407 0.075 -0.2554
O -5.721 4.044 0.664 -0.0612
O -3.191 4.055 -1.916 -0.0622
H -5.115 3.703 -1.862 0.1204
H -4.174 2.530 -0.977 0.1176
H -4.561 5.473 -0.148 0.1301
H -3.738 4.165 0.802 0.1210
H -5.744 3.144 0.996 0.0838
H -3.108 3.568 -2.739 0.0875
C -2.861 -7.470 0.977 -0.2154
C -2.993 -8.844 0.276 -0.2395
O -3.745 -9.764 1.070 -0.0645
O -4.145 -6.808 1.137 -0.0869
H -2.135 -6.805 0.509 0.1140
H -2.498 -7.682 1.983 0.1126
H -1.969 -9.201 0.166 0.1153
H -3.382 -8.739 -0.737 0.1134
H -4.660 -9.475 1.086 0.0778
H -4.515 -7.052 1.989 0.0737
```

Results
ΔE to the lowest compared entry with this formula, charge and spin = 101.9 kcal/mol
Total charge = 0
Gap between HOMO and LUMO = 9.96 eV
E_HOMO = -0.36794 hartree
Total energy = -2466.63664 a.u.
LUMO level = -0.054 eV

=====

The following is a quantum chemistry calculation of a cluster of 11 separate species, C26H81N6O11 in total in a non-equilibrium geometry, from the OMol25 dataset.

```
124
Properties=species:S:1:pos:R:3:lowdin_charge:R:1
O -13.785 -9.077 -9.757 0.1833
H -14.331 -9.858 -9.592 0.1465
H -12.948 -9.020 -9.155 0.0921
H -14.366 -8.245 -9.725 0.0964
O -17.895 -8.122 -9.295 0.2094
H -17.005 -7.629 -9.390 0.0886
H -17.815 -9.080 -9.227 0.1466
H -18.543 -7.793 -9.995 0.0944
C -14.410 -7.137 -12.094 -0.1046
C -15.498 -6.497 -11.260 -0.3920
O -15.629 -6.956 -9.935 -0.3415
H -13.413 -7.037 -11.649 0.0753
H -14.303 -6.670 -13.073 0.0467
H -14.606 -8.207 -12.208 0.0598
H -16.465 -6.677 -11.755 0.0836
H -15.445 -5.402 -11.340 0.1053
C -15.510 -7.456 -18.298 -0.0672
C -13.995 -7.613 -18.319 -0.4144
C -13.521 -8.775 -17.439 -0.2281
O -13.899 -8.678 -16.095 -0.1754
C -13.024 -7.953 -15.263 -0.1012
N -13.659 -7.862 -19.746 0.0353
H -15.869 -7.438 -17.260 0.0640
H -16.076 -8.302 -18.695 0.0897
H -15.875 -6.541 -18.759 0.0499
H -13.475 -6.696 -18.034 0.1297
H -12.457 -8.962 -17.646 0.1248
H -13.931 -9.711 -17.839 0.1280
H -13.037 -6.861 -15.375 0.0842
H -11.964 -8.172 -15.428 0.0928
H -13.339 -8.199 -14.251 0.0601
H -13.881 -8.831 -19.962 0.0693
H -12.639 -7.843 -19.763 0.0674
C -13.627 -1.802 -18.147 -0.0617
C -14.070 -3.260 -17.893 -0.3791
C -14.781 -3.374 -16.551 -0.1962
O -13.930 -3.007 -15.454 -0.1736
C -14.374 -3.502 -14.227 -0.1200
N -15.126 -3.486 -18.906 0.0278
H -13.375 -1.621 -19.193 0.0735
H -12.744 -1.578 -17.541 0.0772
H -14.409 -1.077 -17.919 0.0830
H -13.250 -3.971 -17.959 0.1360
H -15.012 -4.431 -16.395 0.1066
H -15.648 -2.711 -16.523 0.1162
H -13.584 -3.323 -13.496 0.0945
H -14.512 -4.590 -14.183 0.0628
H -15.305 -3.023 -13.906 0.0736
H -15.901 -2.841 -18.823 0.0565
H -14.768 -3.293 -19.833 0.0809
C -17.236 -9.195 -14.672 -0.0381
C -18.235 -10.099 -13.939 -0.4066
C -17.531 -10.878 -12.831 -0.2048
O -16.502 -11.650 -13.436 -0.1586
C -15.587 -12.082 -12.469 -0.1221
N -19.414 -9.302 -13.556 0.0375
H -16.538 -9.758 -15.286 0.0865
H -16.745 -8.583 -13.911 0.0730
H -17.802 -8.540 -15.337 0.0734
H -18.561 -10.807 -14.711 0.1444
H -18.128 -11.574 -12.235 0.1285
H -17.156 -10.106 -12.141 0.1130
H -14.991 -11.224 -12.117 0.0725
H -14.914 -12.871 -12.792 0.0957
H -16.036 -12.399 -11.516 0.0828
H -19.774 -9.032 -14.469 0.0994
H -20.141 -9.952 -13.256 0.0991
C -18.115 -1.081 -14.891 -0.0568
C -18.580 -1.816 -13.632 -0.4363
C -17.890 -1.532 -12.332 -0.2165
O -18.344 -2.439 -11.344 -0.1874
C -17.562 -2.392 -10.179 -0.1152
N -20.045 -1.531 -13.522 0.0453
H -17.020 -1.139 -14.858 0.0655
H -18.396 -0.030 -14.867 0.0838
H -18.448 -1.580 -15.798 0.0654
H -18.415 -2.879 -13.853 0.1118
H -17.964 -0.496 -11.984 0.1404
H -16.812 -1.682 -12.490 0.1110
H -17.772 -1.493 -9.595 0.0940
H -16.495 -2.547 -10.373 0.0862
H -17.789 -3.219 -9.502 0.0834
H -20.524 -2.007 -14.280 0.0683
H -20.273 -2.075 -12.689 0.0607
C -12.010 -6.373 -8.206 -0.0345
C -11.041 -7.429 -8.725 -0.3990
C -9.648 -7.150 -8.149 -0.2239
O -8.970 -6.192 -8.937 -0.1730
C -7.645 -5.945 -8.494 -0.0949
N -11.484 -8.788 -8.399 0.0273
H -11.600 -5.412 -8.527 0.1000
H -12.015 -6.262 -7.120 0.0941
H -13.022 -6.406 -8.605 0.0466
H -10.914 -7.409 -9.810 0.1492
H -9.041 -8.060 -8.267 0.1239
H -9.637 -6.984 -7.065 0.1345
H -7.205 -5.073 -8.970 0.0919
H -6.949 -6.779 -8.616 0.0897
H -7.687 -5.730 -7.422 0.0886
H -11.270 -8.863 -7.398 0.1145
H -10.847 -9.540 -8.671 0.1113
C -18.927 -6.271 -18.751 -0.0586
C -18.828 -4.889 -18.102 -0.3968
C -17.871 -4.911 -16.930 -0.2380
O -18.402 -5.656 -15.872 -0.1676
C -17.648 -5.784 -14.697 -0.1132
N -18.212 -4.061 -19.175 0.0334
H -19.660 -6.234 -19.561 0.0795
H -19.274 -6.923 -17.947 0.0750
H -18.048 -6.609 -19.296 0.0639
H -19.808 -4.506 -17.821 0.1429
H -17.704 -3.868 -16.627 0.1081
H -16.933 -5.286 -17.354 0.0897
H -17.428 -4.885 -14.111 0.0747
H -16.681 -6.204 -15.006 0.0802
H -18.118 -6.505 -14.032 0.0593
H -18.098 -3.100 -18.863 0.0573
H -17.277 -4.399 -19.375 0.0362
O -19.124 -7.382 -11.448 -0.0567
H -19.286 -7.983 -12.214 0.0216
H -19.553 -6.552 -11.686 0.0824
O -15.137 -5.080 -7.605 -0.0715
H -15.040 -5.524 -8.464 -0.0127
H -15.300 -5.793 -6.980 0.0286
```

Results
ΔE to the lowest compared entry with this formula, charge and spin = 16.6 kcal/mol
Total charge = +1
Gap between HOMO and LUMO = 7.26 eV
E_HOMO = -0.38624 hartree
Total energy = -2194.94375 a.u.
LUMO level = -3.252 eV

=====

- Among the records above, which one has the highest total energy?
  C26H81N6O11

=====

- The highest ΔE to the lowest compared entry with this formula, charge and spin belongs to which entry?
  C26H78O19

=====

- Which value of ΔE to the lowest compared entry with this formula, charge and spin does entry 1 give?
  38.1 kcal/mol